1.
The following is a DFT calculation (the ωB97M-V functional and the def2-TZVPD basis) of 2 unconnected molecules or ions with the total composition C7H14.

LUMO energy	1.122	eV
gap between HOMO and LUMO	9.74	eV
spin multiplicity	1

Each line ends with the Mulliken charge.
Geometry (Å):
C  -1.37406  1.31401  0.42219  -0.898
C  -1.57816  -0.14498  0.57617  0.325
C  -2.51147  -0.88757  -0.37251  -1.302
C  0.29822  -1.08902  0.16966  -1.006
C  1.33160  -0.05427  0.10133  0.774
C  2.82311  -0.00840  0.26277  -0.664
C  2.16794  0.47967  -1.01648  -0.702
H  -0.13628  1.51122  0.50303  0.117
H  -1.70093  1.72028  -0.54688  0.244
H  -1.59849  1.96557  1.26345  0.308
H  -1.67563  -0.45677  1.61553  0.309
H  -3.54700  -0.93797  -0.00845  0.347
H  -2.54231  -0.41672  -1.36401  0.332
H  -2.16948  -1.92172  -0.49910  0.347
H  0.41444  -1.81592  0.98300  0.239
H  -0.08803  -1.49101  -0.75813  0.439
H  0.85238  0.93190  0.58885  -0.160
H  3.24263  0.73671  0.93953  0.231
H  3.39249  -0.93374  0.22015  0.261
H  2.31888  -0.05899  -1.94881  0.252
H  2.08014  1.55773  -1.13129  0.207


2.
The following is a DFT calculation (the ωB97M-V functional and the def2-TZVPD basis) of C24H27N3O3 in the gas phase.

LUMO energy	0.402	eV
SMILES	CCOc1ccccc1N(CC)C(=O)c1ccc2c(=O)n3c(nc2c1)CCCCC3
gap between HOMO and LUMO	8.72	eV
spin multiplicity	1

Each line ends with the Mulliken charge.
Geometry (Å):
C  3.87584  2.96197  2.14738  -1.575
C  3.66975  1.80654  1.17857  0.175
O  2.46436  1.14548  1.54517  -0.387
C  2.38174  -0.20796  1.39582  0.650
C  1.78493  -0.90638  2.44317  -0.562
C  1.67797  -2.28161  2.41649  -0.566
C  2.18966  -2.99058  1.34248  -0.792
C  2.74641  -2.30999  0.27841  -0.307
C  2.81850  -0.91962  0.26747  -0.308
N  3.31494  -0.26103  -0.87921  0.789
C  4.63377  -0.61444  -1.38805  -0.818
C  4.56363  -1.35708  -2.71843  -1.231
C  2.63300  0.73043  -1.52037  -0.275
O  3.14102  1.38080  -2.41584  -0.642
C  1.22707  0.96514  -1.07224  0.661
C  0.81460  2.28428  -0.84622  -0.951
C  -0.46910  2.54881  -0.43604  -1.105
C  -1.37515  1.50034  -0.26228  0.669
C  -2.73642  1.75936  0.18272  0.361
O  -3.18376  2.85841  0.44880  -0.734
N  -3.53619  0.61406  0.29559  0.086
C  -3.05271  -0.62913  0.00240  0.759
N  -1.85106  -0.86485  -0.38847  -0.601
C  -0.98013  0.17954  -0.52969  -0.227
C  0.33091  -0.07681  -0.94093  0.541
C  -3.96220  -1.81363  0.12230  -1.143
C  -5.08100  -1.80964  -0.92681  -0.565
C  -6.27121  -0.93874  -0.53601  -0.691
C  -5.91980  0.53945  -0.39554  -0.656
C  -4.91037  0.81819  0.71780  -1.143
H  3.98519  2.58858  3.16229  0.366
H  4.76679  3.51936  1.87242  0.411
H  3.01452  3.62307  2.11267  0.318
H  4.51332  1.10734  1.23266  0.321
H  3.60124  2.19406  0.15569  0.186
H  1.42239  -0.33392  3.28261  0.477
H  1.21512  -2.80097  3.24143  0.423
H  2.13707  -4.06821  1.32307  0.425
H  3.10900  -2.85604  -0.57896  0.349
H  5.13493  -1.21962  -0.62973  0.466
H  5.19449  0.31498  -1.53445  0.394
H  4.00003  -2.28233  -2.62547  0.274
H  4.08205  -0.72717  -3.46110  0.313
H  5.56861  -1.59243  -3.05877  0.424
H  1.52178  3.08590  -0.99515  0.572
H  -0.80528  3.55583  -0.24059  0.472
H  0.60714  -1.09772  -1.15080  0.703
H  -3.33096  -2.69032  -0.02400  0.314
H  -4.39466  -1.86416  1.12381  0.393
H  -5.43166  -2.83504  -1.05891  0.322
H  -4.67263  -1.47543  -1.88263  0.379
H  -7.04912  -1.04449  -1.29527  0.339
H  -6.68497  -1.29920  0.40958  0.284
H  -6.83210  1.09639  -0.17454  0.355
H  -5.52023  0.92002  -1.33789  0.378
H  -5.12295  0.19955  1.59397  0.434
H  -4.96812  1.87067  1.00960  0.490


3.
The following is a DFT calculation (the ωB97M-V functional and the def2-TZVPD basis) of C5H13NO2 in the gas phase.

LUMO energy	0.599	eV
SMILES	CC(C)(C)[C@@H](O)NO
gap between HOMO and LUMO	10.45	eV
spin multiplicity	1

Each line ends with the Mulliken charge.
Geometry (Å):
C  0.33290  -1.76430  -0.41858  -1.924
C  0.43460  -0.37244  0.21536  1.871
C  1.87793  0.12621  0.14739  -1.662
C  -0.04668  -0.44834  1.66581  -1.824
C  -0.57961  0.63515  -0.78736  -0.158
O  -1.89088  0.15761  -0.85227  -0.602
N  -0.48034  1.86578  -0.12783  -0.363
O  -1.52317  2.74236  -1.02969  -0.493
H  0.99344  -2.47011  0.10098  0.445
H  -0.68400  -2.16232  -0.35983  0.421
H  0.63759  -1.75069  -1.46950  0.388
H  1.99711  1.09565  0.63739  0.367
H  2.55489  -0.57619  0.64974  0.432
H  2.21599  0.22234  -0.88919  0.373
H  0.52167  -1.20569  2.22053  0.448
H  0.09428  0.49806  2.19446  0.412
H  -1.10391  -0.72481  1.72326  0.361
H  -0.11042  0.65190  -1.77339  0.514
H  -1.91399  -0.54527  -1.52070  0.357
H  -1.00883  1.85183  0.74472  0.294
H  -2.31859  2.17327  -1.07131  0.343


4.
The following is a DFT calculation (the ωB97M-V functional and the def2-TZVPD basis) of a molecular structure, C64H48BrF3IrO2P2S.

LUMO energy (spin up / spin down)	-0.085 / -1.563	eV
gap between HOMO and LUMO (spin up / spin down)	6.06 / 6.29	eV
spin multiplicity	6

Each line ends with the Mulliken spin population.
Geometry (Å):
Ir  -1.17425  -1.21482  2.11171  2.404
O  -0.17157  -2.82763  0.50378  0.024
S  0.57836  -1.86356  -0.42190  0.053
C  2.25243  -2.50126  -0.37917  0.019
C  2.30330  -3.85861  -0.03828  -0.003
C  3.48009  -4.58771  -0.03085  0.005
C  4.64685  -3.94050  -0.40740  0.001
C  6.06316  -4.44592  -0.50463  0.000
C  6.86758  -3.24575  -1.06531  0.000
C  5.88808  -2.09911  -1.06016  0.000
C  6.06382  -0.75537  -1.32586  -0.001
C  4.95691  0.07883  -1.22610  0.000
C  3.66160  -0.36116  -0.91031  0.002
P  2.34917  0.91965  -0.70073  0.001
C  2.29502  1.54697  -2.42380  0.001
C  2.61006  0.73974  -3.51407  0.000
C  2.39223  1.18099  -4.81430  0.000
C  1.84875  2.43378  -5.04535  0.000
C  1.52907  3.25083  -3.96567  0.000
C  1.74212  2.80767  -2.66911  -0.001
C  3.22030  2.25520  0.20937  -0.009
C  3.00894  2.25689  1.59027  0.006
C  3.56756  3.24540  2.38961  0.000
C  4.34553  4.24200  1.81737  0.001
C  4.56432  4.24725  0.44542  0.000
C  3.99360  3.26834  -0.35665  0.001
C  3.44437  -1.75464  -0.67368  -0.004
C  4.60873  -2.56809  -0.72007  0.002
C  0.02006  -2.38363  -2.05009  0.022
C  0.95861  -2.71736  -2.99351  -0.003
C  0.63425  -3.25316  -4.25643  0.000
C  -0.67883  -3.44952  -4.54129  0.003
C  -1.33722  -4.07107  -5.74916  0.000
C  -2.85420  -3.88104  -5.50791  0.001
C  -2.94857  -3.32000  -4.10985  0.000
C  -4.03465  -3.04091  -3.34143  -0.003
C  -3.80981  -2.50951  -2.05983  -0.010
C  -2.56716  -2.22504  -1.52979  -0.025
P  -2.73558  -1.52516  0.17846  0.227
C  -3.89344  -0.11336  0.05289  0.015
C  -4.25671  0.49502  1.25285  0.019
C  -5.03261  1.64647  1.25355  0.001
C  -5.44311  2.20862  0.05452  0.004
C  -5.09030  1.60373  -1.14602  0.000
C  -4.31904  0.45221  -1.14743  0.016
C  -3.78044  -2.84582  0.91150  0.102
C  -5.12730  -2.69805  1.21990  0.032
C  -5.84158  -3.76344  1.75463  -0.002
C  -5.21783  -4.98140  1.97845  0.008
C  -3.86766  -5.13074  1.68241  0.007
C  -3.15192  -4.06864  1.15692  -0.023
C  -1.39243  -2.51403  -2.31962  0.025
C  -1.66065  -3.06546  -3.59664  0.002
H  1.37617  -4.34349  0.23718  0.003
H  3.46602  -5.63207  0.25697  0.000
H  6.13688  -5.32891  -1.14133  0.000
H  6.42727  -4.73814  0.48383  0.000
H  7.20512  -3.44499  -2.08574  0.000
H  7.75768  -3.02573  -0.47454  0.000
H  7.02976  -0.34015  -1.58920  0.000
H  5.11051  1.13671  -1.39494  0.000
H  3.03081  -0.24603  -3.34890  0.000
H  2.65677  0.54406  -5.64969  0.000
H  1.67067  2.77411  -6.05768  0.000
H  1.11556  4.23749  -4.13756  0.000
H  1.48908  3.45073  -1.83392  0.001
H  2.39097  1.48345  2.03440  0.000
H  3.37955  3.24535  3.45636  0.001
H  4.77400  5.01997  2.43766  0.000
H  5.17634  5.02091  -0.00313  0.000
H  4.14305  3.30390  -1.42987  0.000
H  2.00802  -2.58737  -2.76219  0.001
H  1.42601  -3.51996  -4.94687  0.000
H  -1.08024  -5.13052  -5.80373  0.000
H  -1.00022  -3.61435  -6.67980  0.000
H  -3.40787  -4.81498  -5.60381  0.000
H  -3.28773  -3.18184  -6.22509  0.000
H  -5.04736  -3.22363  -3.68083  -0.001
H  -4.68242  -2.30657  -1.45158  0.006
H  -3.92424  0.07613  2.19666  -0.037
H  -5.30425  2.11007  2.19389  0.002
H  -6.03691  3.11409  0.05278  0.001
H  -5.40886  2.04033  -2.08521  0.000
H  -4.03751  0.00057  -2.08996  0.001
H  -5.62490  -1.75079  1.05398  -0.001
H  -6.88930  -3.63863  2.00052  0.000
H  -5.77927  -5.81116  2.38965  0.001
H  -3.37399  -6.07590  1.87082  0.000
H  -2.09328  -4.17952  0.94388  -0.009
O  -1.26497  0.58349  -1.06911  0.005
H  -1.55549  1.23559  -1.71404  -0.001
H  -1.14403  1.05804  -0.23004  0.017
Br  -2.67494  -1.64430  4.02898  0.369
F  0.85913  -1.19865  4.19075  0.017
C  0.77643  -1.66607  2.92902  0.343
F  1.12126  -2.96494  2.97645  0.016
F  1.77261  -1.04175  2.23457  0.017
C  -0.99576  0.82309  2.04111  0.425
C  -0.89391  1.91913  2.58189  0.303
C  -0.81639  3.18362  3.18973  0.030
C  -0.72092  3.22363  4.64501  0.057
C  -0.18490  4.32936  5.32410  0.104
C  -0.12899  4.35510  6.70742  -0.060
C  -0.59338  3.27704  7.45026  0.110
C  -1.08253  2.15455  6.79127  -0.063
C  -1.13748  2.12111  5.40912  0.095
C  -0.92659  4.36869  2.33919  0.042
C  -1.45211  5.58153  2.81046  0.116
C  -1.63119  6.65995  1.95874  -0.054
C  -1.29800  6.56366  0.61529  0.103
C  -0.77959  5.36848  0.12955  -0.082
C  -0.59648  4.28953  0.97588  0.069
H  0.22604  5.15373  4.75608  0.002
H  0.28967  5.21797  7.21047  -0.002
H  -0.56064  3.30427  8.53212  0.009
H  -1.42338  1.29679  7.35803  -0.001
H  -1.51641  1.23858  4.90483  0.033
H  -1.76428  5.66159  3.84280  0.004
H  -2.04967  7.58069  2.34677  -0.002
H  -1.45125  7.40730  -0.04609  0.008
H  -0.52184  5.27792  -0.91785  0.000
H  -0.17992  3.36002  0.60306  0.083


5.
The following is a DFT calculation (the ωB97M-V functional and the def2-TZVPD basis) of 2 unconnected molecules or ions with the total composition C4H9NO2.

LUMO energy (spin up / spin down)	0.127 / 0.127	eV
gap between HOMO and LUMO (spin up / spin down)	9.27 / 9.27	eV
spin multiplicity	1

Each line ends with the Mulliken charge.
Geometry (Å):
C  1.55793  0.47022  1.50866  -1.115
C  0.18973  0.69242  0.87389  -0.419
N  0.02084  -0.01486  -0.39957  -0.166
C  -0.29994  -1.45902  -0.35329  0.548
O  0.08896  -2.17103  0.55126  -0.583
O  -1.02667  -1.67961  -1.37307  -0.561
C  -1.51496  0.21253  -1.74139  -0.491
H  2.35817  0.83979  0.85550  0.323
H  1.62934  1.00770  2.46001  0.354
H  1.70948  -0.59647  1.69025  0.304
H  -0.60193  0.33964  1.54137  0.311
H  0.01540  1.75951  0.68333  0.316
H  0.84310  0.11285  -0.99013  0.302
H  -1.77699  -0.25299  -2.68678  0.303
H  -2.33613  0.23960  -1.03415  0.302
H  -1.06867  1.19425  -1.89832  0.271


Respective largest force on an atom values: 3.26, 0.80, 4.56, 1.46, 0.44 eV Å⁻¹.